This record from the Open Molecules 2025 dataset describes one molecule with the formula C22H23N3O5S in a non-equilibrium geometry. The level of theory is the ωB97M-V functional and the def2-TZVPD basis.

XYZ file:
```
54
Properties=species:S:1:pos:R:3:mulliken_charge:R:1
O -1.0853 4.8246 -1.7475 -0.66
C -0.3427 3.8960 -1.4970 -0.04
N 1.0042 4.0198 -1.6106 -0.08
C 1.9959 3.0290 -1.5135 -0.18
C 1.8035 1.7382 -1.9990 -0.35
C 2.7905 0.7877 -1.8693 -0.41
C 4.0193 1.0789 -1.2591 1.21
N 5.0009 0.1063 -1.1945 -0.07
C 6.3438 0.4179 -0.7497 -1.00
C 6.4766 0.2302 0.7670 -0.38
O 6.1370 -1.0903 1.1298 -0.42
C 4.8289 -1.4135 0.7133 -0.57
C 4.6618 -1.2504 -0.8053 -0.67
C 4.2171 2.3943 -0.8224 -0.31
C 3.2260 3.3466 -0.9507 -1.33
C -0.8553 2.5786 -1.0037 0.07
C -0.3333 1.9971 0.1498 -0.23
C -0.8450 0.7962 0.6049 -0.68
C -1.8702 0.1882 -0.0941 0.24
S -2.5083 -1.3643 0.5174 1.54
O -1.4434 -2.1108 1.1131 -0.69
O -3.3080 -1.9797 -0.5043 -0.69
N -3.4889 -0.7816 1.7666 -0.23
C -3.7336 -1.7562 2.8252 -1.22
C -4.5573 -2.9032 2.3420 0.71
C -5.9020 -3.0302 2.1371 -0.59
C -6.0921 -4.3003 1.5419 -0.37
C -4.8498 -4.8418 1.4240 -0.52
O -3.9200 -4.0058 1.9046 -0.25
C -2.4179 0.7658 -1.2221 -0.50
C -1.9140 1.9738 -1.6734 -0.53
H 1.3244 4.9606 -1.8075 0.27
H 0.8818 1.4810 -2.4969 0.54
H 2.6130 -0.1933 -2.2800 0.48
H 6.6233 1.4256 -1.0522 0.49
H 7.0188 -0.2893 -1.2453 0.37
H 7.5069 0.3800 1.0937 0.36
H 5.8194 0.9415 1.2912 0.33
H 4.6624 -2.4490 1.0129 0.39
H 4.1003 -0.7647 1.2258 0.31
H 3.6383 -1.4933 -1.0800 0.35
H 5.3436 -1.9348 -1.3209 0.31
H 5.1454 2.6899 -0.3605 0.27
H 3.4053 4.3507 -0.5936 0.38
H 0.4667 2.4848 0.6859 0.45
H -0.4576 0.3085 1.4846 0.46
H -4.3539 -0.4492 1.3615 0.30
H -2.7503 -2.1189 3.1290 0.42
H -4.2207 -1.2409 3.6565 0.43
H -6.6599 -2.3154 2.3875 0.49
H -7.0218 -4.7402 1.2451 0.42
H -4.5118 -5.7806 1.0331 0.47
H -3.2182 0.2552 -1.7342 0.49
H -2.3251 2.4540 -2.5485 0.45
```

Calculated values
- LUMO (eV) = 0.228
- total charge = 0
- strongest force on any atom (eV/A) = 1.03
- relative energy (zero: lowest compared OMol25 entry of this formula, charge and spin) (kcal per mole) = 74.1
- E (eV) = -48729.114
- SMILES string = O=C(Nc1ccc(N2CCOCC2)cc1)c1ccc(S(=O)(=O)NCc2ccco2)cc1


This record from the Open Molecules 2025 dataset describes one molecule with the formula C16H19N3O2S. The level of theory is the ωB97M-V functional and the def2-TZVPD basis.

XYZ file:
```
41
Properties=species:S:1:pos:R:3:mulliken_charge:R:1
O 1.4383 2.0613 -0.7176 -0.65
C 0.3642 2.1781 -0.1578 0.54
N -0.7812 1.6338 -0.6353 -0.03
C -0.7679 0.6943 -1.7266 -1.45
C -1.0749 -0.7354 -1.2332 -0.29
C -0.8658 -1.7405 -2.3270 -0.14
C 0.1904 -1.8928 -3.1732 -0.24
C 0.0575 -3.0067 -4.0332 -0.63
C -1.0946 -3.6914 -3.8289 -0.49
S -2.0439 -2.9905 -2.5798 -0.12
N -0.3294 -1.0116 -0.0089 0.39
C -0.8364 -2.1488 0.7382 -0.47
C -0.1797 -2.1459 2.1200 -0.67
O 1.2208 -2.2248 2.0239 -0.42
C 1.7224 -1.1581 1.2527 -0.72
C 1.1120 -1.1395 -0.1488 -0.75
C 0.2121 2.9574 1.1039 0.35
C 1.2994 3.0384 1.9716 -0.48
C 1.1702 3.7536 3.1485 -0.51
C -0.0460 4.3687 3.4107 -0.25
N -1.0745 4.3244 2.5810 -0.64
C -0.9483 3.6428 1.4581 -0.20
H -1.5967 1.6248 -0.0436 0.28
H 0.2221 0.7540 -2.1797 0.50
H -1.5144 0.9779 -2.4750 0.39
H -2.1335 -0.7657 -0.9406 0.71
H 1.0392 -1.2337 -3.1951 0.43
H 0.7914 -3.2802 -4.7699 0.40
H -1.4522 -4.5679 -4.3312 0.47
H -1.9193 -2.0571 0.8499 0.44
H -0.6123 -3.1050 0.2361 0.31
H -0.4989 -3.0129 2.7008 0.36
H -0.4660 -1.2233 2.6493 0.32
H 2.8028 -1.2986 1.1995 0.35
H 1.5005 -0.2016 1.7508 0.36
H 1.5106 -0.2841 -0.6916 0.58
H 1.3902 -2.0681 -0.6746 0.31
H 2.2206 2.5404 1.7057 0.46
H 1.9899 3.8333 3.8451 0.38
H -0.2071 4.9311 4.3209 0.37
H -1.8117 3.6699 0.8047 0.48
```

Calculated values
- LUMO (eV) = 0.522
- total charge = 0
- strongest force on any atom (eV/A) = 0.67
- relative energy (zero: lowest compared OMol25 entry of this formula, charge and spin) (kcal per mole) = 47.0
- E (eV) = -36300.770
- SMILES string = O=C(NC[C@@H](c1cccs1)N1CCOCC1)c1cccnc1


In eV, the Kohn-Sham gap values for the records above are, in order, 7.846, 9.215.